The following is a quantum chemistry calculation of 2 unconnected molecules or ions with the total composition C3H4IN4, from the OMol25 dataset.

Structure (XYZ):
```
12
Properties=species:S:1:pos:R:3:forces:R:3:mulliken_charge:R:1
C 0.50707 -0.87633 0.21654 -0.46 -0.63 0.66 0.406
C -0.17480 1.41152 0.30648 0.20 0.23 1.82 -0.893
C 0.76582 0.33089 -0.09174 1.92 1.78 -1.86 -0.294
N -0.61714 -2.77680 0.74317 -1.16 -0.91 2.02 -0.364
N 0.23024 -1.76154 1.01723 1.04 -0.44 0.52 -0.216
N -1.22681 -3.96265 -1.15644 0.53 0.71 0.37 -0.466
N -0.85273 -3.28528 -0.32361 -0.58 -1.02 -2.15 0.671
I 0.98079 5.38744 -1.10387 -0.03 -0.14 0.04 -0.961
H -0.70652 0.96868 1.22272 0.28 1.32 -1.34 0.283
H -0.78896 1.62753 -0.51751 -1.57 -0.11 -0.95 0.278
H 0.23934 2.44444 0.42853 0.36 -1.06 0.53 0.235
H 1.64369 0.49210 -0.74150 -0.52 0.28 0.35 0.322
```
Forces are in eV/Å.

- Spin multiplicity: 1
- Highest occupied orbital energy: -3.586 eV
- E: -633.34906 Ha
- Frontier orbital gap: 0.22313 Ha
- Max |F|: 3.21 eV/A
- Charge: -1

The following is a quantum chemistry calculation of 6 unconnected molecules or ions with the total composition C34H80N4O8, from the OMol25 dataset.

Structure (XYZ):
```
126
Properties=species:S:1:pos:R:3:forces:R:3:mulliken_charge:R:1
C 9.29637 17.71684 14.04402 -1.13 0.43 1.00 -1.538
C 9.55446 16.97844 12.73153 -0.95 -0.07 0.71 1.604
C 8.37860 16.03848 12.57198 0.23 -3.06 0.42 -1.496
C 9.52437 17.93739 11.56754 -0.23 0.58 -0.55 -1.204
C 10.73758 18.85212 11.56864 0.14 -0.62 0.88 -0.778
C 12.01784 17.96079 11.59675 -1.55 0.18 -1.84 -1.207
C 12.08382 16.94275 12.74425 -0.20 0.34 -0.45 1.965
C 13.26675 15.98988 12.50697 -0.06 0.83 -0.70 -2.190
C 12.36352 17.69643 14.03050 1.69 0.54 0.37 -1.609
N 10.78954 16.19719 12.74647 1.09 0.36 -0.89 0.391
O 10.78896 15.33564 13.84901 -0.09 0.14 0.83 0.278
H 9.47470 17.06421 14.90640 0.23 0.09 -0.23 0.062
H 9.88144 18.60301 14.13558 0.48 0.49 0.21 0.461
H 8.25815 18.10731 14.21150 0.50 -0.65 -0.71 0.421
H 8.65797 15.13094 11.95263 -0.25 1.15 0.20 0.180
H 8.12130 15.55082 13.54717 0.08 0.63 -0.56 0.042
H 7.47218 16.47031 12.17655 -0.10 0.41 -0.14 0.520
H 9.51076 17.36455 10.60259 -0.36 0.47 0.74 0.284
H 8.58557 18.52758 11.75538 0.70 -0.49 -0.79 0.436
H 10.66853 19.62032 10.80122 0.43 -0.37 -0.53 0.418
H 10.70256 19.44332 12.46861 0.05 0.29 0.59 0.327
H 12.86009 18.60908 11.67996 0.90 0.32 -0.15 0.526
H 11.99386 17.48154 10.56984 0.53 0.06 1.17 0.266
H 13.01231 15.31477 11.67769 0.45 0.25 0.02 0.343
H 13.45265 15.40885 13.38134 0.04 -0.59 0.69 0.329
H 14.19966 16.60650 12.34612 -1.00 -0.73 -0.23 0.405
H 13.36807 18.23145 14.01123 -1.04 -0.76 -0.25 0.433
H 12.39879 17.04197 14.89718 -0.21 -0.13 0.04 0.123
H 11.64061 18.45995 14.17850 -0.36 0.55 0.37 0.459
H 10.80536 14.46545 13.45158 -0.06 -0.80 -0.12 0.083
C 18.13830 11.29669 11.44002 -0.90 1.19 -1.17 -1.522
C 16.74721 11.06034 12.08313 -0.64 1.06 1.65 1.785
C 15.57523 11.95995 11.60887 0.18 0.66 0.28 -2.007
C 16.31800 9.64449 11.80964 0.80 -1.30 0.79 -1.158
C 17.41164 8.71354 12.35828 -0.22 0.41 1.35 -0.835
C 17.45851 8.94904 13.90075 -0.97 0.80 -0.61 -1.125
C 17.76175 10.41671 14.38395 -0.32 -1.19 -0.29 1.730
C 17.38390 10.56287 15.85682 -2.75 2.26 -0.33 -1.526
C 19.28015 10.69390 14.25298 -1.63 -0.02 -0.08 -2.038
N 16.77919 11.24980 13.60587 1.47 0.81 -0.52 0.870
O 17.08199 12.64201 13.89929 -1.07 -0.12 0.42 -0.659
H 18.48236 10.32970 11.08647 0.30 0.53 -0.39 0.271
H 18.01409 11.99391 10.56794 0.32 -0.61 0.71 0.418
H 18.90787 11.69012 12.11063 -0.42 0.14 -0.25 0.294
H 15.70543 13.03124 11.85264 0.21 -0.51 -0.17 0.447
H 15.47021 11.87075 10.52546 -0.08 -0.04 0.03 0.551
H 14.61731 11.68028 12.10296 0.70 -0.14 -0.36 0.167
H 15.37724 9.36980 12.32376 0.22 0.38 -0.44 0.129
H 16.21764 9.55277 10.74048 -0.27 -0.20 -0.46 0.490
H 17.29797 7.67032 12.09324 -0.45 -0.28 0.23 0.469
H 18.37796 8.96703 11.97089 0.47 -0.04 -0.28 0.348
H 18.10978 8.28739 14.39756 1.12 -0.84 0.51 0.653
H 16.47925 8.69338 14.29522 -0.32 -0.02 0.08 0.056
H 16.33963 10.19654 16.02807 0.77 -0.03 -0.21 0.016
H 17.25957 11.68876 16.04600 0.59 -1.52 0.00 0.307
H 17.99624 10.12035 16.60259 0.91 -0.42 0.29 0.485
H 19.75020 10.05923 14.97206 0.50 -0.09 0.68 0.469
H 19.55735 11.73399 14.34913 0.10 0.20 0.26 0.284
H 19.55273 10.32703 13.30936 0.91 -0.34 -1.28 0.602
H 17.83041 13.02910 13.42123 0.18 -0.82 -0.39 0.344
C 10.58032 12.43735 11.55637 0.92 -0.39 -0.53 -1.082
O 10.51556 12.66010 12.95513 0.47 0.53 0.24 -0.090
C 10.13597 11.63668 13.87855 -1.38 -1.35 -0.74 -0.985
C 9.79834 12.24505 15.23208 -0.44 -0.66 -1.66 -0.543
N 8.54645 12.94767 15.11530 -0.12 0.90 -0.14 -0.239
C 7.94328 13.43400 16.33848 -0.33 -0.50 0.48 -1.151
C 8.79184 14.22023 17.32520 0.36 0.36 1.37 -0.082
O 9.57297 13.30275 18.07649 -0.30 0.20 -0.07 -0.278
C 10.27384 13.86293 19.15522 -1.81 0.42 0.85 -0.802
H 9.62202 12.61406 11.14660 -1.32 -0.08 -0.54 0.371
H 10.92095 11.42857 11.22897 -0.13 0.45 0.65 0.334
H 11.23126 13.17645 11.01486 -0.22 -0.46 1.15 0.231
H 10.91942 10.90360 13.99949 0.71 -0.15 -0.10 0.326
H 9.24244 11.02438 13.50328 0.91 1.07 0.28 0.362
H 10.63177 12.80810 15.51666 1.36 1.63 0.45 0.171
H 9.82306 11.48485 15.99031 -0.76 -0.70 0.28 0.779
H 8.63814 13.73022 14.44748 0.16 -0.69 0.51 0.067
H 7.38630 12.59354 16.81458 0.79 0.42 0.19 0.306
H 7.15480 14.08471 16.06490 -0.92 0.84 -0.58 0.522
H 8.20920 14.86982 18.06400 0.13 -0.90 -0.95 0.483
H 9.49968 14.91840 16.85930 -0.23 0.02 -0.53 0.121
H 10.84538 13.04668 19.46827 0.91 -1.16 1.20 0.283
H 9.59169 14.25875 20.00704 0.87 -0.67 -1.33 0.243
H 10.97730 14.62893 18.90971 0.32 0.91 -0.62 0.334
C 15.03636 12.06892 21.68074 0.22 -0.50 0.28 -0.750
O 14.78377 10.94282 22.48712 2.44 0.84 0.13 -0.318
C 13.57568 10.38150 22.27514 -0.89 -1.39 1.90 -0.620
C 13.35939 9.24917 23.29954 0.83 -0.13 -1.19 -0.902
N 14.05298 8.04800 22.88968 -0.38 -0.10 -1.15 -0.294
C 14.08702 6.94951 23.80482 0.86 -0.02 0.96 -0.576
C 15.05315 5.88191 23.29076 0.53 -0.71 -1.60 -0.541
O 16.38586 6.38871 23.25417 -0.62 0.38 0.31 -0.290
C 17.44467 5.44493 23.16151 -1.62 0.16 1.51 -0.714
H 14.31808 12.86062 21.85153 -0.22 0.33 0.18 0.294
H 15.10965 11.88983 20.61720 -0.44 -0.58 -0.54 0.284
H 16.02343 12.33652 21.95413 0.89 0.87 0.41 0.277
H 13.53613 9.97791 21.30697 -0.49 -0.69 -1.63 0.381
H 12.85451 11.14479 22.42217 -1.41 0.69 -0.02 0.520
H 12.33573 9.02920 23.33995 -1.70 -0.28 0.08 0.450
H 13.67610 9.51219 24.28284 0.27 0.85 1.01 0.422
H 15.01252 8.28401 22.76916 0.87 0.32 -0.45 0.247
H 13.11929 6.44793 23.97009 0.13 0.47 -0.09 0.331
H 14.49525 7.35892 24.79512 -0.56 -1.00 -0.65 0.305
H 14.83123 5.44890 22.23743 -0.23 1.00 1.43 0.236
H 15.00778 5.02298 23.94148 0.04 -0.42 0.58 0.463
H 17.48611 5.01879 22.18711 0.38 -0.30 -0.96 0.293
H 17.28747 4.62531 23.89930 0.19 0.37 -0.32 0.277
H 18.28105 6.04452 23.45648 0.90 -0.16 -0.21 0.230
C 13.77066 6.49777 17.73583 2.02 1.47 -1.89 -1.116
C 13.10368 7.27502 16.58749 0.35 1.12 -0.73 -0.008
O 14.07055 7.42773 15.49447 -0.03 0.69 0.12 -0.571
H 14.38375 5.72964 17.20957 -0.39 0.33 0.65 0.269
H 13.09631 6.05424 18.40113 -1.10 -0.63 0.95 0.388
H 14.46987 7.17831 18.28630 -0.55 -0.66 -0.36 0.228
H 12.63557 8.25081 16.85846 0.78 -0.39 0.17 0.126
H 12.26261 6.74055 16.18426 -0.35 -0.70 -0.20 0.324
H 14.12200 8.31820 15.03793 -0.76 -1.06 1.32 0.320
C 13.31034 12.64978 14.73262 0.17 -0.15 -0.36 -1.184
C 13.52464 11.34595 15.48837 -1.11 0.86 0.55 -0.343
O 13.94314 10.33840 14.60688 -0.93 -1.06 0.10 -0.347
H 14.26818 13.00195 14.38720 0.44 0.36 -0.23 0.741
H 12.81837 13.43851 15.27430 0.04 0.30 0.77 0.396
H 12.65849 12.52836 13.87110 0.10 -0.40 -0.18 0.010
H 12.52499 11.07650 15.91614 1.01 -0.29 -0.06 0.280
H 14.28747 11.46994 16.28129 -0.55 0.02 -0.05 0.331
H 14.75537 10.63981 14.22175 1.25 0.37 -0.53 -0.175
```
Forces are in eV/Å.

- Spin multiplicity: 1
- Highest occupied orbital energy: -8.502 eV
- E: -2164.11071 Ha
- Frontier orbital gap: 0.33270 Ha
- Max |F|: 3.57 eV/A
- SMILES: CC1(C)CCCC(C)(C)N1O.CC1(C)CCCC(C)(C)N1O.COCCNCCOC.COCCNCCOC.CCO.CCO
- Charge: 0

The following is a quantum chemistry calculation of 3 unconnected molecules or ions with the total composition C4H13NO2S, from the OMol25 dataset.

Structure (XYZ):
```
21
Properties=species:S:1:pos:R:3:forces:R:3:mulliken_charge:R:1
C -0.71475 0.11105 -1.83596 -1.69 -0.45 0.04 -0.891
N -0.44029 1.21579 -0.98138 1.41 -0.31 -0.53 -0.077
C 1.02033 1.51106 -0.83687 -0.24 1.35 -1.11 -0.547
O 1.61075 0.66672 0.01147 -0.48 -0.75 0.04 -0.681
C -0.12160 -1.24058 -1.39341 -0.46 -1.03 0.12 -0.374
C -0.29856 -1.48795 0.07915 -1.73 0.77 -0.25 -0.604
S -1.98140 -1.15935 0.64640 1.57 -0.06 -0.41 -0.042
H -0.43080 0.23506 -2.87470 0.67 0.78 -0.04 0.336
H -1.80616 -0.01129 -1.92274 0.22 0.02 0.51 0.426
H -1.88457 -0.85644 3.94486 -0.08 0.03 0.25 0.189
H 1.43708 1.48642 -1.86714 -0.13 -0.12 0.26 0.348
H 0.99855 2.56373 -0.53361 0.47 0.15 0.32 0.364
H 1.46006 1.27960 1.54566 -0.89 -0.27 0.62 0.369
H -0.72447 -2.02873 -1.86029 0.16 0.23 -0.40 0.363
H 0.90522 -1.36338 -1.74326 0.03 0.16 0.36 0.345
H -0.08344 -2.51376 0.34123 0.48 -0.38 0.43 0.503
H 0.32810 -0.81316 0.70148 0.49 0.19 0.19 0.239
H -1.47299 -0.94139 3.33967 0.09 0.01 -0.04 -0.207
H -0.90155 1.34293 -0.08511 -0.59 -0.43 -0.24 0.318
H 1.96153 0.80497 2.82947 -0.50 0.08 0.52 0.291
O 1.13896 1.19872 2.49509 1.19 0.05 -0.62 -0.669
```
Forces are in eV/Å.

- Spin multiplicity: 1
- Highest occupied orbital energy: -8.826 eV
- E: -763.37967 Ha
- Frontier orbital gap: 0.16765 Ha
- Max |F|: 1.91 eV/A
- Charge: 0

The following is a quantum chemistry calculation of a molecular structure, C11H39N15Na2O12S, from the OMol25 dataset.

Structure (XYZ):
```
80
Properties=species:S:1:pos:R:3:forces:R:3:mulliken_charge:R:1
Na -4.64181 2.58915 -1.89666 0.62 -0.65 0.25 0.948
Na -1.66708 0.46182 -6.54620 0.30 -0.43 0.85 0.949
S -1.06868 -0.58922 -2.03608 0.97 -0.94 0.34 1.101
O -1.35123 0.45072 -1.07191 -0.67 2.56 1.67 -0.736
O -0.62108 -1.78416 -1.34319 0.58 -1.43 0.66 -0.685
O -2.28005 -0.88137 -2.77645 -3.19 -0.39 -2.09 -0.849
O -0.05280 -0.15129 -2.99045 1.54 1.00 -1.68 -0.744
C -0.59028 0.77022 7.41445 0.04 -0.09 -0.98 -1.380
C -0.20030 0.66111 5.92235 -0.15 0.48 -0.33 0.636
C 0.80948 -0.42383 5.56043 0.51 0.10 1.30 -0.619
O 2.05090 0.01194 6.09104 -0.78 0.18 1.31 -0.317
C 3.17003 -0.76415 5.79701 0.27 0.51 -2.63 -0.726
N -1.32509 0.65039 4.99797 -1.09 -0.16 0.23 -0.724
H -1.40727 1.48676 7.49927 0.05 0.08 0.06 0.382
H 0.27974 1.14662 7.95250 -0.12 -0.18 0.14 0.317
H -0.92990 -0.17288 7.84260 0.11 -0.12 -0.02 0.343
H 0.22924 1.63000 5.66770 0.74 -0.08 0.21 0.169
H 0.77624 -0.60883 4.48676 0.55 0.29 -0.35 0.345
H 0.60444 -1.38705 6.02761 -0.52 -0.25 0.12 0.278
H 3.08156 -1.84639 5.70201 -0.46 -0.25 1.03 0.315
H 4.06719 -0.43395 6.32064 -0.40 -0.10 0.32 0.250
H 3.27559 -0.48937 4.74751 1.17 -0.22 -0.51 0.267
H -1.00717 0.53468 4.04632 0.07 0.02 -0.08 0.235
H -1.99662 -0.08334 5.17341 -0.01 -0.22 0.12 0.226
C 4.35916 -1.26204 -6.29723 0.71 -4.77 1.79 0.615
O 5.03942 -1.67019 -7.17691 1.92 -0.66 -2.98 -0.617
N 4.00954 -2.05693 -5.24180 -0.82 0.90 0.94 -0.358
N 3.88032 -0.07541 -6.20991 -1.88 4.77 -0.35 -0.383
H 3.29848 -1.56045 -4.72411 -0.03 -1.40 0.85 0.126
H 4.19305 -3.04634 -5.15512 -0.07 0.50 -0.21 0.205
H 3.87668 0.40727 -7.09710 -0.04 0.39 0.49 0.226
H 3.26332 0.18450 -5.45369 0.13 0.28 -0.41 0.191
C -1.42754 6.94790 1.76271 4.33 1.18 -1.10 0.656
O -0.21112 7.09930 1.71094 0.03 -0.31 0.89 -0.635
N -2.24799 7.93758 1.46037 -2.36 1.86 -0.38 -0.453
N -2.02845 5.81090 1.95547 -1.61 -3.24 0.58 -0.374
H -1.82084 8.83085 1.26104 -0.21 -0.31 -0.33 0.248
H -3.01660 7.57329 0.91576 -0.23 1.17 -0.06 0.170
H -3.02239 5.77521 1.77959 0.33 -0.50 0.51 0.151
H -1.47404 4.97844 2.09593 -0.27 0.14 -0.07 0.238
C 1.47566 6.94203 -3.85685 -1.12 -3.45 -1.55 0.666
O 2.46261 7.31034 -3.38694 5.15 2.54 3.48 -0.560
N 0.77813 7.60127 -4.69852 -2.97 5.53 -4.05 -0.417
N 1.10666 5.68003 -3.87488 -0.77 -3.90 1.46 -0.392
H 1.30598 8.38799 -5.04858 -0.57 0.26 -0.08 0.224
H -0.00101 7.30048 -5.26647 0.41 -0.17 0.40 0.162
H 0.28937 5.38355 -4.38892 0.43 -0.29 0.57 0.117
H 1.61571 5.11197 -3.21286 -0.54 -0.51 -0.23 0.199
C 3.38789 2.03931 0.65511 0.41 3.29 -0.12 0.706
O 4.34699 2.47017 1.23939 1.02 0.33 1.51 -0.659
N 3.33229 1.03844 -0.11618 1.83 -7.25 -2.92 -0.332
N 2.26379 2.67249 0.36754 -4.13 4.35 0.98 -0.360
H 2.49156 0.83470 -0.63750 0.60 -0.46 0.02 0.121
H 4.09693 0.37963 -0.07870 -0.37 -0.19 -0.16 0.191
H 2.15048 3.66597 0.50990 0.17 -0.29 0.43 0.171
H 1.46169 2.21427 -0.04084 0.25 0.10 0.18 0.162
C -1.28927 -6.73411 -3.54954 -1.92 -4.49 1.39 0.637
O -1.53506 -7.74083 -4.15396 -0.01 -1.64 -2.54 -0.683
N -1.64010 -6.59019 -2.33097 -2.40 0.04 7.56 -0.352
N -0.69719 -5.67396 -3.85144 3.71 5.29 -5.38 -0.357
H -1.92214 -7.33321 -1.70769 0.05 0.01 -0.49 0.219
H -1.35029 -5.72764 -1.89267 -0.41 -0.61 0.65 0.096
H -0.76086 -5.60735 -4.85723 0.76 1.28 -0.08 0.222
H -0.74320 -4.89251 -3.21324 0.21 0.32 -1.04 0.220
C 1.81321 -5.03079 2.31962 -1.19 0.84 -0.50 0.710
O 2.36306 -5.62156 3.16067 2.01 -3.05 4.08 -0.627
N 2.38929 -4.35368 1.39639 3.91 3.23 -4.84 -0.322
N 0.52732 -4.83590 2.13954 -4.60 -0.55 0.61 -0.342
H 1.81073 -3.89030 0.71034 0.75 0.11 0.01 0.092
H 3.38637 -4.21681 1.31147 -0.32 -0.30 0.27 0.184
H 0.25625 -4.29501 1.33080 -0.73 -0.32 0.64 0.127
H -0.14980 -5.28501 2.73946 0.10 0.20 -0.34 0.183
C -6.87668 -3.62383 -0.45264 2.26 2.07 1.14 0.664
O -7.69111 -3.97917 0.32153 -3.05 -1.12 1.87 -0.610
N -6.35228 -4.23360 -1.44649 0.21 -4.82 -4.80 -0.380
N -6.12173 -2.53012 -0.33389 0.08 3.58 1.74 -0.396
H -6.73335 -5.14914 -1.63794 0.46 0.08 -0.47 0.208
H -5.50830 -3.89083 -1.88275 -0.43 -0.78 -0.05 0.154
H -5.40424 -2.36628 -1.02560 0.05 0.63 0.98 0.169
H -6.21143 -2.08229 0.56695 0.59 0.41 -0.44 0.194
```
Forces are in eV/Å.

- Spin multiplicity: 1
- Highest occupied orbital energy: -6.898 eV
- E: -2889.43641 Ha
- Frontier orbital gap: 0.11785 Ha
- Max |F|: 8.41 eV/A
- Charge: 0

The following is a quantum chemistry calculation of 2 unconnected molecules or ions with the total composition C7H9O4, from the OMol25 dataset.

Structure (XYZ):
```
20
Properties=species:S:1:pos:R:3:forces:R:3:mulliken_charge:R:1
C 3.34169 2.75326 2.49626 -1.16 -0.97 -0.55 -0.620
C 2.79458 3.17941 1.43819 1.04 -0.91 -0.99 0.573
C 2.76463 1.21697 3.07213 0.96 1.40 0.11 0.533
C 0.14066 0.53880 0.09098 -0.59 0.94 -1.42 -0.155
C -0.72781 -0.38263 -0.37400 1.30 0.00 0.38 0.480
C -0.78719 -1.75043 0.23541 -3.16 0.61 -0.66 -1.246
C -1.38660 -0.26488 -1.75690 0.33 1.66 0.39 -0.957
O 2.40292 3.27602 0.31060 -0.59 0.71 0.28 -0.706
O 3.34356 0.26731 2.63394 0.84 -1.40 -1.46 -0.596
O 2.03645 1.44003 3.98982 -2.10 0.25 1.77 -0.579
O 0.34903 1.66442 -0.67491 -1.06 -0.19 -0.70 -0.514
H 4.13731 2.95430 3.12609 1.05 0.95 0.81 0.356
H 0.63635 0.55267 1.04279 0.28 -0.53 0.29 0.323
H -0.58447 -2.37636 -0.62755 -0.29 -0.80 0.21 0.259
H -1.86374 -1.82725 0.59380 0.90 -0.74 -0.65 0.222
H -0.22535 -2.07843 1.05768 1.36 0.30 1.07 0.411
H -0.73173 0.59929 -2.14591 -1.47 -1.39 -0.45 0.251
H -2.50272 0.03732 -1.76352 1.74 -0.32 0.24 0.197
H -1.31925 -1.21740 -2.33220 0.22 0.76 0.30 0.293
H 1.07153 2.27729 -0.50598 0.42 -0.33 1.04 0.472
```
Forces are in eV/Å.

- Spin multiplicity: 1
- Highest occupied orbital energy: -4.506 eV
- E: -573.06767 Ha
- Frontier orbital gap: 0.29585 Ha
- Max |F|: 3.29 eV/A
- Charge: -1

ΔE to the lowest compared entry with this formula, charge and spin (kcal/mol)
64.2, 0.0, 152.2, 130.6, 18.6
LUMO (eV)
2.49, 0.55, -4.26, -3.69, 3.54